(1)
A cluster of 12 separate species, C39H88INO15 in total, computed with wB97M-V/def2-TZVPD.

```
144
Properties=species:S:1:pos:R:3:mulliken_charge:R:1
C 3.9567 -1.5586 1.6031 -0.60
C 3.5589 -0.6419 0.5733 -0.15
C 4.5545 0.4968 0.0528 0.59
O 5.7626 0.1614 -0.0603 -0.40
O 4.0889 1.7994 -0.2864 -0.38
C 4.3850 2.6676 0.8602 0.09
C 4.3383 4.2235 0.4824 -0.85
C 2.8458 4.7597 0.1794 -0.17
C 1.7112 4.0534 1.0755 -0.34
C 1.9245 4.2391 2.6527 -0.30
C 1.2633 3.0781 3.5487 -1.23
C -0.0982 2.5361 2.9005 0.86
C -1.2475 3.3741 2.9784 -0.53
I -1.3193 5.3202 3.9260 0.12
C -2.5860 2.8183 2.3327 0.44
O -3.7118 3.2680 2.6939 -0.60
C -2.5739 1.6404 1.2432 -0.27
C -1.4533 0.7855 1.1847 0.20
C -1.2425 -0.4611 0.2261 -0.36
C -2.5253 -0.9156 -0.6162 -0.19
N -3.7866 -1.0794 0.1758 -0.62
C -0.2565 1.1235 2.2073 0.28
O 0.6004 0.2270 2.4586 -0.63
H 3.7669 -2.6759 1.4890 0.24
H 4.5221 -1.1585 2.5168 0.23
H 2.5146 -0.7373 0.1293 0.23
H 5.4750 2.4384 1.1525 0.20
H 3.7614 2.4020 1.7911 0.00
H 4.7865 4.7952 1.3688 0.28
H 4.9934 4.3970 -0.4358 0.44
H 2.6524 4.5748 -0.9400 0.39
H 2.8491 5.8882 0.3796 -0.27
H 0.7018 4.5052 0.7539 0.39
H 1.6691 2.9453 0.7475 0.03
H 3.0555 4.2088 2.8817 0.28
H 1.5141 5.2732 2.9404 0.27
H 2.0386 2.2536 3.6837 0.27
H 0.9975 3.5387 4.5694 0.33
H -3.4536 1.4820 0.5480 0.29
H -0.3787 -0.2935 -0.5165 0.22
H -0.9340 -1.3480 0.8956 0.30
H -2.6700 -0.2579 -1.5525 0.35
H -2.2776 -1.9724 -1.0398 -0.05
H -3.6536 -0.8593 1.1713 0.36
H -4.4144 -0.3348 -0.1889 0.26
C -3.1243 2.6998 7.1131 -0.74
C -3.5623 1.5922 6.1740 -0.22
O -4.7209 1.9865 5.4509 -0.54
H -3.9248 2.9458 7.8163 0.33
H -2.2368 2.4041 7.6779 0.24
H -2.8980 3.6136 6.5555 0.17
H -3.8078 0.6893 6.7371 0.35
H -2.7683 1.3490 5.4594 0.09
H -4.4951 2.7806 4.9460 0.30
C -5.7997 -3.5116 -3.3153 -0.71
C -5.1995 -2.2313 -3.8606 -0.40
O -5.2197 -1.2186 -2.8619 -0.53
H -6.8288 -3.3432 -2.9858 0.28
H -5.7962 -4.2988 -4.0738 0.31
H -5.2385 -3.8607 -2.4431 0.24
H -5.7751 -1.8740 -4.7173 0.25
H -4.1647 -2.3894 -4.1814 0.23
H -4.7009 -1.5401 -2.1108 0.27
C -7.2539 -4.9620 -7.1785 -0.98
C -5.9720 -4.2389 -7.5420 -0.19
O -4.8459 -4.9985 -7.1173 -0.50
H -7.3090 -5.1258 -6.0992 0.22
H -8.1289 -4.3884 -7.4932 0.32
H -7.2901 -5.9471 -7.6529 0.36
H -5.9294 -3.2653 -7.0493 0.18
H -5.9037 -4.0818 -8.6232 0.32
H -4.8862 -5.8540 -7.5636 0.29
C -2.3214 -6.2340 -3.0677 -0.98
C -1.8429 -4.8102 -2.8653 -0.20
O -2.2647 -4.3254 -1.5940 -0.43
H -3.4107 -6.2858 -3.0012 0.15
H -2.0087 -6.6160 -4.0424 0.36
H -1.9232 -6.8902 -2.2883 0.34
H -2.2602 -4.1543 -3.6324 0.16
H -0.7508 -4.7536 -2.9188 0.33
H -1.8852 -4.9048 -0.9207 0.24
C -6.1229 -6.1144 0.4622 -1.06
C -6.1706 -6.7054 -0.9329 0.15
O -5.0260 -7.5194 -1.1625 -0.50
H -5.2179 -5.5159 0.5941 0.23
H -6.9943 -5.4821 0.6487 0.32
H -6.0951 -6.9060 1.2170 0.39
H -6.1763 -5.9126 -1.6833 -0.09
H -7.0694 -7.3158 -1.0682 0.30
H -5.0316 -8.2237 -0.5016 0.28
C 3.5278 9.6041 2.0108 -1.07
C 3.2707 8.9372 0.6740 -0.14
O 2.0970 8.1350 0.7415 -0.51
H 3.6439 8.8541 2.7974 0.27
H 4.4302 10.2188 1.9736 0.34
H 2.6826 10.2374 2.2961 0.31
H 4.1069 8.2892 0.4032 0.27
H 3.1419 9.6833 -0.1164 0.28
H 1.3600 8.7151 0.9724 0.27
C -9.1913 -0.8440 -2.2048 -0.79
C -10.4526 -1.1933 -2.9697 -0.26
O -10.4453 -2.5705 -3.3286 -0.51
H -8.3051 -1.0584 -2.8076 0.09
H -9.1824 0.2130 -1.9282 0.34
H -9.1112 -1.4464 -1.2950 0.30
H -10.5180 -0.6060 -3.8877 0.28
H -11.3439 -0.9919 -2.3666 0.25
H -10.3967 -3.0841 -2.5123 0.29
C 7.4272 -0.6556 -2.7042 -0.77
C 7.3516 -1.2406 -4.1003 -0.45
O 8.4809 -2.0719 -4.3486 -0.46
H 8.3431 -0.0714 -2.5823 0.25
H 6.5689 -0.0114 -2.5035 0.24
H 7.4534 -1.4498 -1.9524 0.36
H 7.3476 -0.4453 -4.8483 0.29
H 6.4420 -1.8369 -4.2250 0.29
H 8.4730 -2.7777 -3.6893 0.24
C -1.9123 6.2282 9.9719 -1.18
C -1.9658 5.6349 8.5778 0.11
O -0.8214 4.8203 8.3494 -0.49
H -1.0065 6.8264 10.0995 0.28
H -2.7826 6.8612 10.1608 0.34
H -1.8818 5.4379 10.7276 0.35
H -1.9739 6.4263 7.8253 0.25
H -2.8640 5.0246 8.4463 0.07
H -0.8270 4.1187 9.0132 0.30
C 8.8116 0.6217 1.3144 -0.69
C 9.3132 2.0383 1.5114 -0.38
O 8.9118 2.5307 2.7854 -0.53
H 7.7225 0.5865 1.3910 0.12
H 9.1088 0.2347 0.3368 0.19
H 9.2078 -0.0406 2.0904 0.38
H 8.8985 2.7001 0.7483 0.28
H 10.4055 2.0789 1.4471 0.33
H 9.2892 1.9466 3.4554 0.30
C 9.4322 -5.8742 -4.6342 -0.60
C 10.8838 -5.6466 -5.0062 -0.23
O 10.9717 -4.8099 -6.1525 -0.52
H 8.8909 -6.3353 -5.4641 0.26
H 9.3501 -6.5208 -3.7569 0.32
H 8.9354 -4.9240 -4.4186 -0.04
H 11.3713 -6.5947 -5.2422 0.29
H 11.4288 -5.1736 -4.1828 0.24
H 10.5466 -3.9695 -5.9339 0.30
```

**F_max**: 4.74 eV/A
**Orbital gap**: 7.9 eV
**Total energy**: -3019.4572 Eh
**SMILES string**: C=CC(=O)OCCCCCCC1=C(I)C(=O)C=C(CCN)C1=O.CCO.CCO.CCO.CCO.CCO.CCO.CCO.CCO.CCO.CCO.CCO



(2)
The molecule C5H9O2P, computed with wB97M-V/def2-TZVPD.

```
17
Properties=species:S:1:pos:R:3:mulliken_charge:R:1
C -0.1904 0.0463 2.4944 -0.36
C 1.0050 0.2470 -1.0609 -0.86
C 0.4795 -1.2288 -0.9973 -0.73
C -0.3224 0.9092 -0.9343 0.38
C -0.6297 -1.1772 0.0386 -0.07
O -1.2144 0.1442 -0.0759 -0.41
O -0.0794 2.1102 -0.2915 -0.56
P 0.0159 -1.4474 1.7810 -0.15
H 0.2200 0.2881 3.4856 0.30
H -0.6491 0.9762 2.1443 0.13
H 1.6078 0.3014 -0.2659 0.37
H 1.6094 0.5471 -1.8868 0.37
H 0.0180 -1.5187 -1.9272 0.30
H 1.4011 -1.9257 -0.7732 0.35
H -0.9345 1.1050 -1.9141 0.21
H -1.5444 -1.8362 -0.0928 0.41
H -0.7924 2.4592 0.2759 0.33
```

**F_max**: 4.84 eV/A
**ΔE to the lowest compared entry with this formula, charge and spin**: 62.4 kcal/mol
**Orbital gap**: 9.5 eV
**Total energy**: -687.6601 Eh
**SMILES string**: C=P[C@@H]1CC[C@H](O)O1



(3)
The molecule C19H25N3O5, computed with wB97M-V/def2-TZVPD.

```
52
Properties=species:S:1:pos:R:3:mulliken_charge:R:1
C -0.6583 4.0248 7.3609 -1.12
C -1.3695 3.1793 6.3061 -0.17
O -0.5729 2.9180 5.1682 -0.38
C 0.3953 1.9015 5.3130 -0.41
C -0.1900 0.4999 5.0873 -1.18
C -0.7349 0.3506 3.6698 -0.77
N 0.3590 0.2392 2.7383 -0.21
C 0.2520 0.0847 1.4136 1.73
C -1.0100 0.0591 0.7760 -0.35
C -1.1375 -0.1060 -0.5758 -1.14
C -0.0023 -0.2679 -1.3815 -0.23
C 1.2441 -0.2525 -0.8024 0.14
C 1.3913 -0.0764 0.5776 -1.19
N 2.7126 -0.0997 1.0807 1.12
O 3.6246 -0.3411 0.3135 -0.68
O 2.9004 0.1116 2.2802 -0.76
H 2.1381 -0.3641 -1.3960 0.63
N -0.1417 -0.4535 -2.7770 0.38
C -1.1011 -1.2788 -3.3492 -0.02
O -1.8619 -1.9819 -2.7411 -0.61
C -1.0209 -1.0668 -4.8500 0.23
C -1.4038 -2.2904 -5.6786 -1.14
C -0.2904 -3.3303 -5.7129 -0.62
C 1.0061 -2.6874 -6.1918 -0.80
C 1.4467 -1.6266 -5.1911 -0.79
H 2.3935 -1.1754 -5.4904 0.37
H 1.6000 -2.1088 -4.2214 0.29
C 0.3919 -0.5143 -5.0452 0.05
C 0.6802 0.1594 -3.7195 0.07
O 1.4849 1.0155 -3.4789 -0.59
H 0.4693 0.1833 -5.8799 0.52
H 1.7892 -3.4413 -6.2842 0.39
H 0.8534 -2.2350 -7.1739 0.38
H -0.5777 -4.1459 -6.3781 0.34
H -0.1454 -3.7466 -4.7139 0.34
H -2.3097 -2.7231 -5.2501 0.36
H -1.6265 -1.9701 -6.6987 0.45
H -1.7458 -0.2695 -5.0635 0.35
H -2.1165 -0.1210 -1.0273 0.42
H -1.8949 0.1822 1.3774 0.40
H 1.3057 0.2555 3.1088 0.36
H -1.3434 1.2332 3.4376 0.45
H -1.3710 -0.5416 3.6055 0.47
H 0.5845 -0.2458 5.2718 0.44
H -1.0016 0.3271 5.7958 0.37
H 1.1531 2.1139 4.5542 0.38
H 0.8728 1.9463 6.2985 0.24
H -1.7272 2.2435 6.7566 0.23
H -2.2332 3.7275 5.9199 0.30
H -1.3549 4.2771 8.1556 0.39
H 0.1813 3.4879 7.7962 0.30
H -0.2870 4.9409 6.9094 0.27
```

**F_max**: 1.37 eV/A
**ΔE to the lowest compared entry with this formula, charge and spin**: 102.5 kcal/mol
**Orbital gap**: 7.8 eV
**Total energy**: -1279.4337 Eh
**SMILES string**: CCOCCCNc1ccc(N2C(=O)[C@H]3CCCC[C@H]3C2=O)cc1[N+](=O)[O-]



(4)
A structure of composition C5H9NO2, computed with wB97M-V/def2-TZVPD.

```
17
Properties=species:S:1:pos:R:3:mulliken_charge:R:1
O 1.2307 -0.7907 1.8540 -0.58
C 1.3792 -0.7004 0.6634 0.14
O 1.2474 -1.6715 -0.1913 -0.52
C 1.6110 0.6650 0.0224 -0.29
C 0.5251 1.0501 -0.9890 -0.67
C -0.8845 0.6117 -0.6633 -0.33
C -1.3078 0.0932 0.5040 -0.54
N -2.1342 -1.0322 0.6124 -0.32
H 0.2547 -1.2576 0.0452 0.63
H 2.5752 0.5319 -0.4815 0.36
H 1.8099 1.4328 0.7676 0.30
H 0.5392 2.0980 -1.2910 0.40
H 0.8312 0.5113 -1.8913 0.32
H -1.5880 0.5854 -1.4907 0.30
H -0.7918 0.2676 1.4443 0.35
H -2.4744 -1.3949 -0.2556 0.22
H -2.8229 -0.9997 1.3403 0.22
```

**F_max**: 5.49 eV/A
**ΔE to the lowest compared entry with this formula, charge and spin**: 71.2 kcal/mol
**Orbital gap**: 9.6 eV
**Total energy**: -401.0633 Eh